P:
The following is a quantum chemistry calculation of a cluster of 17 separate species, H33O17 in total, from OMol25.

HOMO level = -6.5 eV
frontier orbital gap = 8.28 eV
multiplicity = 1
total charge = -1

Element x y z (Å)
O 0.88 -2.93 -0.15
H 1.49 -2.14 -0.33
H 1.38 -3.74 -0.41
O 1.37 -2.63 2.47
H 0.80 -2.95 1.74
H 2.29 -2.56 2.29
O -3.69 -0.90 3.25
H -3.93 -0.06 3.64
H -3.69 -0.72 2.28
O -2.15 3.02 -2.77
H -2.17 3.81 -3.27
H -1.24 3.00 -2.32
O 3.09 1.67 1.27
H 3.85 1.88 0.74
O -1.37 -1.44 1.06
H 0.33 1.35 3.50
H -1.29 -2.34 0.71
O -2.98 1.23 1.87
H -2.76 1.25 0.89
H -2.05 0.85 2.14
O 0.95 3.99 -0.02
H 1.83 4.30 0.06
H 2.42 2.35 0.97
O 0.27 2.44 -1.81
H 0.44 2.02 -0.97
H 0.76 1.26 -2.92
O -1.42 4.09 2.05
H -0.57 3.68 2.25
H -1.33 4.48 1.17
O -2.10 -2.07 -1.88
H -1.74 -2.28 -1.06
H -2.24 -1.16 -2.22
O 3.64 -1.01 -4.47
H 2.99 -1.03 -5.18
H 3.16 -0.28 -3.97
O 0.87 0.33 -3.18
H 0.55 -0.34 -2.59
H -1.33 -1.46 2.01
O -1.91 0.13 -3.26
H -1.04 0.49 -3.44
H -2.42 1.00 -3.22
O -0.41 0.75 3.33
H -0.07 0.51 2.42
H 0.90 3.36 -0.84
O 0.30 -2.87 4.83
H 0.99 -2.33 5.19
H 0.59 -2.87 3.89
O 2.38 -4.67 -1.69
H 2.23 -4.31 -2.58
H 3.15 -4.15 -1.46

***

Q:
The following is a quantum chemistry calculation of a cluster of 17 separate species, H33O17 in total, from OMol25.

HOMO level = -6.2 eV
frontier orbital gap = 8.33 eV
multiplicity = 1
total charge = -1

Element x y z (Å)
O -4.78 1.52 2.90
H -5.02 0.71 2.43
H -4.02 1.33 3.50
O -2.30 0.05 2.92
H -1.60 -0.32 3.46
H -2.60 -0.55 2.23
O 2.27 -4.21 -2.72
H 3.01 -3.63 -2.47
H 1.78 -4.10 -1.89
O -2.93 1.46 -3.45
H -2.75 1.83 -4.33
H -3.70 0.93 -3.75
O 0.11 -0.87 -0.90
H 1.77 -1.90 -3.74
O -0.43 1.50 -2.04
H 4.13 -1.75 0.33
H -1.26 1.73 -2.48
O -2.78 2.13 1.18
H 4.13 3.06 2.57
H -3.11 3.03 1.22
O -1.03 -3.44 2.46
H -0.25 -3.71 2.93
H -0.63 -1.42 -1.20
O 4.11 3.09 3.53
H -1.83 2.24 1.25
H 3.22 2.64 3.39
O 1.76 -2.98 1.97
H 0.95 -2.60 1.42
H 2.18 -3.18 1.10
O -3.25 -0.29 -0.16
H -3.50 0.60 0.20
H 0.24 4.71 0.06
O 1.60 -1.94 -4.69
H 1.28 -2.85 -4.49
H 0.76 -1.63 -0.58
O -0.37 5.44 -0.22
H 0.20 6.19 -0.40
H -0.51 0.52 -1.90
O 1.03 3.23 0.07
H 0.11 3.22 0.31
H 1.23 2.65 -0.66
O 4.38 -1.72 -0.61
H 3.52 -1.51 -0.96
H -0.98 -3.64 1.52
O 0.38 -3.20 -0.20
H -2.39 -0.29 -0.55
H 0.69 -4.05 -0.50
O 2.36 0.33 0.17
H 1.87 1.15 -0.05
H 1.61 -0.26 0.22

***

R:
The following is a quantum chemistry calculation of a structure of composition H33O17, from OMol25.

HOMO level = -6.5 eV
frontier orbital gap = 8.40 eV
multiplicity = 1
total charge = -1

Element x y z (Å)
O 0.85 -3.11 0.05
H 0.08 -2.72 -0.22
H 0.93 -3.73 -0.71
O 1.96 -2.85 2.38
H 1.61 -3.08 1.39
H 1.51 -2.05 2.45
O -3.85 -0.86 3.26
H -3.46 -0.25 3.99
H -3.74 -0.48 2.46
O -2.01 2.91 -2.87
H -1.87 3.79 -2.36
H -1.06 2.50 -3.10
O 3.23 1.63 1.25
H 3.87 2.00 0.52
O -0.88 -1.59 1.33
H -0.52 1.08 2.07
H -1.26 -2.50 1.57
O -3.06 1.60 1.97
H -3.52 2.40 1.83
H -3.25 1.68 2.79
O 1.48 3.99 -0.80
H 1.55 4.28 -1.69
H 2.49 2.02 0.93
O 0.33 2.22 -2.28
H -0.19 1.92 -1.50
H 0.72 1.21 -2.94
O -1.50 4.01 2.38
H -0.64 3.82 2.05
H -1.99 4.73 1.92
O -1.76 -2.02 -1.65
H -2.11 -0.99 -1.63
H -1.94 -1.82 -2.57
O 3.70 -1.17 -4.45
H 3.05 -1.00 -5.37
H 2.96 -0.95 -3.83
O 0.96 0.11 -3.48
H 1.06 -0.50 -2.82
H -1.34 -1.01 2.03
O -1.72 0.24 -3.18
H -0.82 0.26 -3.48
H -2.03 0.95 -2.78
O -0.08 1.37 2.88
H 0.37 2.19 2.92
H 0.84 3.23 -0.70
O 0.67 -3.17 4.82
H 1.28 -2.71 5.37
H 0.87 -3.28 3.74
O 2.55 -4.74 -1.13
H 2.30 -4.54 -1.99
H 3.36 -5.03 -0.82

***

S:
The following is a quantum chemistry calculation of a cluster of 17 separate species, H33O17 in total, from OMol25.

HOMO level = -6.4 eV
frontier orbital gap = 8.29 eV
multiplicity = 1
total charge = -1

Element x y z (Å)
O -1.21 -1.88 -1.69
H -1.26 -2.69 -1.16
H -1.63 -1.29 -1.05
O -1.04 0.77 2.44
H -0.98 0.43 1.53
H -0.41 1.47 2.56
O -0.74 3.05 -2.16
H 0.14 3.41 -2.08
H -0.78 2.28 -1.49
O -3.12 4.35 -1.66
H -3.15 3.97 -0.78
H -2.43 3.75 -2.02
O 2.08 2.38 4.05
H 1.43 2.60 3.38
O -0.96 -1.18 4.36
H -0.18 -2.45 -3.87
H -0.67 -1.99 4.00
O -2.28 0.35 0.19
H -1.50 0.97 0.21
H -2.80 0.21 0.98
O -3.52 -1.09 -4.20
H -2.74 -1.00 -3.63
H 1.68 2.79 4.83
O 0.89 -1.71 -0.22
H 0.86 -1.04 -0.92
H 0.03 -2.11 -0.34
O 1.60 2.17 -4.26
H 1.11 1.67 -4.93
H 0.85 2.23 -3.64
O -0.09 1.74 -0.01
H 0.62 2.22 -0.43
H 2.92 0.03 3.48
O 3.10 -2.40 0.67
H 3.03 -2.14 -0.24
H 2.25 -2.16 1.04
O 2.55 -0.39 2.71
H 1.91 0.12 2.21
H -1.17 -0.37 3.87
O -3.53 3.35 3.04
H -2.80 2.76 2.87
H -4.31 2.80 3.03
O -0.12 -2.38 -4.84
H -1.04 -2.67 -4.96
H -3.84 -0.19 -4.05
O 6.27 -1.12 -0.76
H 5.66 -0.63 -1.31
H 5.67 -1.69 -0.26
O 1.33 -6.13 1.64
H 0.47 -5.74 1.80
H 1.84 -5.43 2.07

***

Stability comparison, relative energies in kcal/mol: P 0.0; Q 21.9; R 106.8; S 14.5

***

P:
The following is a quantum chemistry calculation of a cluster of 3 separate species, C6H10O3 in total, from OMol25.

HOMO level = -8.8 eV
frontier orbital gap = 8.23 eV
multiplicity = 1

Element x y z (Å)
C -0.54 0.75 2.18
C -0.39 0.08 0.85
C 1.00 -0.35 0.40
C -0.51 -1.42 -0.82
C -0.55 -0.55 -2.16
C -1.43 -0.68 0.19
H -0.18 1.92 2.06
H -0.09 0.18 3.02
H -1.67 0.96 2.45
H 1.51 -0.57 1.24
H 1.55 0.39 -0.27
H -0.70 -2.67 -0.92
H -1.54 -0.58 -2.60
H 1.49 0.80 -2.21
H -2.49 -0.98 0.54
H 3.23 1.88 -2.05
O 0.76 -1.48 -0.31
O -1.33 0.69 -0.15
O 1.91 1.62 -1.44

***

Q:
The following is a quantum chemistry calculation of a structure of composition C6H10O3, from OMol25.

HOMO level = -8.7 eV
frontier orbital gap = 9.39 eV
multiplicity = 1

Element x y z (Å)
C -2.34 0.88 -0.41
C -0.23 -1.88 -0.47
C 2.08 0.49 1.23
C -0.94 0.73 0.11
C -0.07 -0.51 0.12
C 1.18 0.32 0.04
O -0.78 -0.15 1.28
O 1.84 0.33 -1.12
O -0.03 1.70 0.01
H 1.22 0.41 -1.85
H -2.84 1.65 0.18
H -2.89 -0.05 -0.32
H -2.31 1.21 -1.45
H -1.28 -2.10 -0.63
H 0.30 -1.96 -1.42
H 0.18 -2.63 0.21
H 2.81 -0.32 1.22
H 2.60 1.44 1.15
H 1.48 0.45 2.13

***

Stability comparison, relative energies in kcal/mol: P 197.2; Q 0.0

***

P:
The following is a quantum chemistry calculation of an isolated molecule of C6H10O3, from OMol25.

HOMO level = -10.2 eV
frontier orbital gap = 11.01 eV
SMILES = C[C@H]1C[C@@](C)(O)C(=O)O1
multiplicity = 1

Element x y z (Å)
C 0.77 0.36 0.26
C -1.09 -0.65 -0.87
C -0.16 0.56 -0.94
C 2.26 0.42 -0.06
C -2.30 -0.32 0.13
C 0.40 -1.06 0.74
O -0.36 -1.69 -0.29
O 0.42 1.29 1.27
O 0.88 -1.67 1.64
H 0.92 1.08 2.07
H -1.48 -0.99 -1.84
H 0.41 0.57 -1.87
H -0.71 1.50 -0.84
H 2.52 -0.33 -0.80
H 2.84 0.22 0.84
H 2.52 1.41 -0.43
H -2.05 0.25 1.03
H -2.97 0.30 -0.46
H -2.82 -1.24 0.42

***

Q:
The following is a quantum chemistry calculation of a cluster of 2 separate species, C6H10O3 in total, from OMol25.

HOMO level = -9.7 eV
frontier orbital gap = 10.44 eV
SMILES = C[C@H]1CC(=O)[C@@]12CO2.O
multiplicity = 1

Element x y z (Å)
C -0.90 -1.99 -0.18
C 0.10 -0.96 0.30
C 1.60 -1.15 -0.08
C 1.65 0.32 -0.48
O 2.52 1.11 -0.71
C 0.13 0.41 -0.40
C -0.75 0.92 -1.45
O -0.64 1.61 -0.21
H -0.79 -2.17 -1.26
H -0.75 -2.94 0.35
H -1.93 -1.66 0.01
H 0.01 -0.81 1.39
H 2.29 -1.44 0.71
H 1.74 -1.80 -0.95
H -0.31 1.43 -2.31
H -1.71 0.42 -1.61
O -0.93 2.61 2.51
H -1.28 3.14 1.75
H -0.04 2.96 2.63

***

Stability comparison, relative energies in kcal/mol: P 0.0; Q 48.1

***

P:
The following is a quantum chemistry calculation of a cluster of 5 separate species, CH14N2O4 in total, from OMol25.

HOMO level = -9.5 eV
frontier orbital gap = 9.78 eV
SMILES = NCN.O.O.O.O
multiplicity = 1

Element x y z (Å)
N 1.50 -1.51 -0.29
C 2.12 -1.60 1.03
N 1.50 -1.24 2.27
H 0.52 -1.68 -0.46
H 1.83 -0.78 -0.88
H 2.67 -2.54 1.12
H 2.97 -0.94 0.89
H 1.09 -0.32 2.17
H 0.79 -1.91 2.53
H -1.99 2.34 1.20
H -2.91 3.03 0.08
O -2.05 2.98 0.50
H 0.02 1.31 0.89
H 0.23 0.34 -0.32
O -0.42 0.89 0.15
H -2.48 0.86 -0.54
H -3.46 -0.21 -0.95
O -3.43 0.70 -0.64
H 1.11 -0.09 -2.46
H 0.13 0.61 -3.38
O 0.28 -0.22 -2.92

***

Q:
The following is a quantum chemistry calculation of a cluster of 5 separate species, CH14N2O4 in total, from OMol25.

HOMO level = -8.9 eV
frontier orbital gap = 9.21 eV
SMILES = NCN.O.O.O.O
multiplicity = 1

Element x y z (Å)
N -1.04 1.97 0.41
C -0.26 3.00 -0.26
N 0.88 2.59 -1.06
H -0.64 1.57 1.25
H -1.23 1.14 -0.14
H 0.12 3.62 0.55
H -0.97 3.62 -0.80
H 0.61 2.18 -1.94
H 1.40 1.85 -0.61
H -0.11 -7.37 1.36
H -1.05 -6.17 1.68
O -0.13 -6.43 1.59
H 2.06 4.90 -2.13
H 3.05 5.97 -1.86
O 2.36 5.74 -2.49
H -3.26 -4.02 1.89
H -2.64 -5.16 1.12
O -2.45 -4.52 1.82
H 1.23 -0.98 0.62
H 0.77 -1.86 -0.47
O 0.71 -0.93 -0.19

***

Stability comparison, relative energies in kcal/mol: P 8.7; Q 0.0

***

P:
The following is a quantum chemistry calculation of an isolated molecule of C7H8F2N2, from OMol25.

HOMO level = -8.3 eV
frontier orbital gap = 8.89 eV
SMILES = CCC1=CN1/N=C1/CC1(F)F
multiplicity = 1

Element x y z (Å)
C -1.45 0.72 0.01
C -0.21 0.93 0.37
C -0.47 -0.31 -4.40
C -0.54 0.17 -3.05
C -1.78 -0.23 -3.69
C 0.28 -0.29 2.59
C 0.81 0.48 1.36
N -0.48 1.29 -1.01
N 0.08 0.61 -2.06
F -2.49 -1.37 -3.36
F -2.76 0.71 -3.97
H -2.42 0.34 -0.05
H -0.30 0.48 -5.28
H -0.14 -1.37 -4.67
H -0.34 0.29 3.14
H 1.01 -0.49 3.35
H -0.24 -1.13 2.22
H 1.53 -0.12 0.61
H 1.33 1.45 1.59

***

Q:
The following is a quantum chemistry calculation of a cluster of 2 separate species, C7H8F2N2 in total, from OMol25.

HOMO level = -8.6 eV
frontier orbital gap = 9.43 eV
multiplicity = 1

Element x y z (Å)
C -3.01 -0.39 0.25
C -2.56 0.63 1.06
C -2.14 -0.99 -0.68
C -1.17 0.77 1.20
C -0.75 -0.82 -0.57
C -0.34 0.04 0.36
C 1.91 0.06 0.64
N 3.19 0.45 -1.47
N 2.64 -0.37 -0.46
F 2.39 1.26 1.10
F 2.03 -0.80 1.65
H -4.01 -0.63 0.07
H -3.32 1.22 1.56
H -2.59 -1.51 -1.47
H -0.81 1.51 1.96
H -0.09 -1.10 -1.34
H 2.49 0.81 -2.08
H 3.69 1.16 -1.09
H 2.44 -1.29 -0.69

***

Stability comparison, relative energies in kcal/mol: P 81.5; Q 0.0

***

P:
The following is a quantum chemistry calculation of a cluster of 2 separate species, C3H4FN in total, from OMol25.

HOMO level = -9.8 eV
frontier orbital gap = 10.92 eV
SMILES = C=CF.C#N
multiplicity = 1

Element x y z (Å)
C 1.12 -2.31 -0.28
C -0.42 1.35 -0.46
C -0.57 0.99 0.78
N 1.50 -1.40 -0.83
F -1.54 0.12 1.04
H 0.30 2.05 -0.67
H 0.46 -3.07 -0.03
H -0.95 0.99 -1.25
H 0.09 1.30 1.71

***

Q:
The following is a quantum chemistry calculation of an isolated molecule of C3H4FN, from OMol25.

HOMO level = -12.2 eV
frontier orbital gap = 12.94 eV
SMILES = N#CCCF
multiplicity = 1

Element x y z (Å)
C 1.77 -0.03 0.24
C 0.13 -0.41 0.46
C -0.94 0.38 -0.38
N 2.78 0.25 -0.19
F -2.20 0.27 0.15
H 0.08 -1.43 0.14
H -0.01 -0.38 1.55
H -0.90 -0.15 -1.39
H -0.71 1.51 -0.58

***

Stability comparison, relative energies in kcal/mol: P 18.0; Q 0.0

***

P:
The following is a quantum chemistry calculation of an isolated molecule of C6H5N3, from OMol25.

HOMO level = -8.4 eV
frontier orbital gap = 8.34 eV
multiplicity = 1

Element x y z (Å)
C 1.57 2.30 -0.31
C -0.83 -0.70 0.02
C 0.26 2.73 -0.18
C 0.56 1.34 -0.25
C 0.31 0.00 -0.01
C -2.99 0.35 0.01
N -2.12 -0.34 -0.43
N -4.11 0.62 0.35
N 1.50 -0.70 0.44
H 2.71 2.42 -0.16
H -0.79 -1.79 0.35
H -4.65 1.45 0.61
H 2.14 -0.18 1.09
H 1.17 -1.55 0.75

***

Q:
The following is a quantum chemistry calculation of an isolated molecule of C6H5N3, from OMol25.

HOMO level = -8.2 eV
frontier orbital gap = 8.89 eV
SMILES = [H]/N=C(/C=C1C=C1)N=C=N
multiplicity = 1

Element x y z (Å)
C 1.93 1.15 -0.20
C -0.67 1.36 -0.17
C 1.58 -0.10 0.08
C 0.57 0.91 0.00
C -0.70 -1.70 0.05
C -1.87 0.47 -0.10
N -1.61 -0.93 -0.08
N -2.98 1.07 0.00
N -0.05 -2.65 -0.23
H 2.72 1.80 -0.46
H -0.72 2.37 -0.32
H -3.81 0.48 0.07
H 1.83 -1.15 0.15
H 0.48 -3.43 0.13

***

Stability comparison, relative energies in kcal/mol: P 33.4; Q 0.0

***

P:
The following is a quantum chemistry calculation of a cluster of 2 separate species, C4H9N2O in total, from OMol25.

HOMO level = -13.7 eV
frontier orbital gap = 8.59 eV
multiplicity = 1
total charge = +1

Element x y z (Å)
C 0.02 -0.96 1.59
C 1.35 -0.23 -0.38
C -1.26 1.75 -0.17
C 0.20 -0.93 0.26
N -2.39 0.11 1.20
N -1.63 0.66 0.58
O -1.05 -1.47 2.18
H 0.67 -0.41 2.27
H 1.02 0.40 -1.22
H 1.89 0.38 0.34
H 2.04 -0.95 -0.81
H -0.32 2.16 0.20
H -2.05 2.51 -0.11
H -1.13 1.44 -1.21
H -0.42 -1.54 -0.39
H -1.52 -2.13 1.65

***

Q:
The following is a quantum chemistry calculation of a cluster of 2 separate species, C4H9N2O in total, from OMol25.

HOMO level = -15.2 eV
frontier orbital gap = 11.30 eV
multiplicity = 1
total charge = +1

Element x y z (Å)
C -1.62 -2.10 1.29
C -1.49 1.10 -0.29
C 2.19 0.02 -0.68
C -0.17 0.68 -0.79
N -0.86 -1.29 1.13
N 0.91 0.47 -0.10
O 0.97 0.54 1.22
H -2.24 -3.04 1.53
H 0.22 -0.05 1.73
H -2.18 0.51 -0.88
H -1.46 2.16 -0.52
H -1.66 0.85 0.83
H 1.79 -0.32 -1.66
H 2.79 -0.80 -0.28
H 2.94 0.80 -0.69
H -0.14 0.46 -1.85

***

Stability comparison, relative energies in kcal/mol: P 0.0; Q 11.4